(1)
# C33H39BBrF4IIrN6O3

A structure of composition C33H39BBrF4IIrN6O3 (ωB97M-V with the def2-TZVPD basis set, the OMol25 dataset).

Each line ends with the Mulliken charge.
Element x y z (Å)
C: -0.37021 2.50480 -3.58800  -0.052
H: 4.49109 -0.11144 1.84676  0.434
H: -2.75044 -1.11087 -1.00655  0.656
H: -2.92491 -7.47226 -0.28715  0.434
N: 0.52364 -0.66865 3.00105  -0.080
C: -0.09206 2.82915 0.54737  0.183
C: -2.14327 -2.81869 -2.16020  -0.825
C: 2.68129 -1.55083 -2.79797  -1.125
F: -2.71985 -0.38434 3.04903  -0.388
O: 1.58141 -0.98866 -2.12086  -0.035
C: 0.17771 4.67634 2.09144  -0.358
O: 0.94125 4.79995 -0.22279  -0.450
H: -1.66240 3.63909 -2.30913  0.521
H: 3.38549 -2.26181 4.60428  0.370
C: -4.34479 -6.55261 1.03472  -0.515
H: -3.12585 -3.26038 -2.16658  0.500
H: -5.06897 -7.34355 0.92448  0.391
H: 0.69769 3.52628 -6.65194  0.430
C: -1.08354 -3.44683 -2.79393  -1.127
H: 0.39729 3.19946 -1.36427  0.455
H: -1.22490 -4.39770 -3.27932  0.486
C: -3.68080 -4.45511 1.99091  -0.445
H: 0.93862 1.08225 5.02939  0.364
H: 1.00499 1.24060 -7.15781  0.397
H: 2.44840 5.87147 0.71781  0.384
N: 0.06700 2.43949 -0.77404  0.123
B: -3.82564 0.16475 2.30824  0.344
C: -0.54437 4.64689 -5.33452  -0.781
H: 2.14995 0.20201 -6.27195  0.197
C: -2.18959 -5.64245 0.52199  0.225
C: 1.67788 1.18226 -6.29796  -0.983
H: -1.38051 2.06066 3.56439  0.646
C: 2.35690 -1.42224 1.11288  -1.058
H: -3.89297 -3.59614 2.61043  0.412
F: -4.90081 -0.63282 2.40885  -0.298
N: -0.46024 0.16744 -0.79816  -0.520
H: 3.24996 -1.72338 0.57572  0.542
F: -4.01248 1.44834 2.67141  -0.346
C: -3.14004 -6.63393 0.35630  -0.540
C: -2.46367 -4.55324 1.33746  0.384
C: -0.24974 1.29582 -1.42297  0.018
C: 0.39331 -1.65970 -2.16661  0.910
H: 3.50714 -0.86103 -2.63960  0.255
H: 2.93560 -2.53632 -2.40161  0.387
F: -3.30522 0.11160 0.95158  -0.281
H: 1.91383 0.51951 6.39760  0.323
H: -5.55497 -5.40381 2.38389  0.404
H: -0.14662 0.50304 -3.28904  0.256
H: 3.77779 -1.10465 5.89539  0.353
C: 0.17559 -2.86915 -2.80727  -0.613
H: -0.61519 5.47837 -6.01917  0.405
C: 1.77695 -0.75502 3.35770  0.358
Ir: -0.92238 -0.13666 1.36746  1.719
H: 2.48256 -1.63472 -3.86868  0.341
H: 1.86260 -0.60680 0.57326  0.247
C: 1.61790 6.01766 0.02013  -0.966
H: 0.50339 5.67759 2.32229  0.399
H: -1.78744 5.55995 -3.84669  0.421
C: -1.11803 3.62487 -3.24182  0.161
C: -1.20179 4.69483 -4.11629  -1.050
N: 2.72942 -1.02775 2.44796  0.223
N: 2.18360 -0.54588 4.65596  0.105
C: 1.31438 0.19909 5.54532  -1.126
H: 2.44683 1.95431 -6.38420  0.414
C: 0.28697 2.44804 -4.83538  0.484
C: 0.19578 3.53173 -5.69735  -0.478
C: -1.94153 -1.61406 -1.51425  -0.352
H: 4.26544 -0.20956 3.59492  0.400
H: -0.11437 -0.61106 3.79004  0.062
N: -0.29250 1.36490 -2.77995  0.205
Br: -0.51526 -5.81874 -0.33372  -0.150
I: -0.97265 -3.10198 1.72063  0.120
H: 2.33588 -2.13263 6.01873  0.380
C: -0.46925 3.91869 3.06069  -1.428
H: 4.72119 -1.65747 2.67259  0.335
H: 2.00302 6.32741 -0.94777  0.286
C: 4.12787 -0.74050 2.65962  -1.231
H: 0.94994 6.78901 0.41037  0.350
C: 2.96839 -1.56702 5.32679  -1.176
C: -0.66970 2.03918 1.54457  0.034
H: 0.97968 -3.38199 -3.31039  0.515
O: 0.97478 1.29654 -5.07855  -0.274
H: 1.67510 -2.27077 1.14604  0.166
C: -0.68272 -1.02473 -1.50770  -0.062
H: -0.64698 4.35221 4.03255  0.430
C: -4.61772 -5.46650 1.85094  -0.726
C: -0.88011 2.62219 2.79067  -0.758
C: 0.36047 4.15167 0.82795  0.853
H: 0.47055 -0.39301 5.92164  0.394

Properties
- frontier orbital gap (spin up / spin down) (eV) = 6.2 / 6.2
- 2S+1 = 1
- total charge = +1
- energy above the lowest of the compared OMol25 structures with the same formula, charge and spin (kJ/mol) = 285.9



(2)
# C33H39ClIKN5OSi2

A structure of composition C33H39ClIKN5OSi2 (ωB97M-V with the def2-TZVPD basis set, the OMol25 dataset).

Each line ends with the natural charge from an NBO analysis.
Element x y z (Å)
H: 5.58380 -0.66799 -1.65685  0.218
C: 3.08243 1.60174 -2.07386  -1.786
N: -2.89479 -2.87574 2.13443  -0.458
C: -4.16842 -5.86901 4.91655  -0.309
H: 1.60475 0.07839 -4.64215  0.218
C: -4.93866 -7.74942 6.85092  -0.253
C: 0.87784 1.97629 -7.35046  -0.210
N: -2.24791 -1.50036 3.75653  -0.529
C: -1.66426 -0.13142 -0.11315  0.239
C: 3.34926 4.42639 -3.17281  -1.113
H: -5.86690 -7.60031 6.29287  0.177
C: -0.48908 2.55327 2.90575  -0.185
C: 1.43606 0.94177 -6.61524  -0.200
H: 5.59146 0.25968 -0.16351  0.219
H: -2.07130 -1.15846 4.68255  0.413
C: -2.59423 -2.22914 -0.84829  -0.142
H: -2.63212 -2.44013 -2.98471  0.216
C: -4.01457 -5.63816 6.27976  0.303
Si: 3.26868 0.11962 -1.09977  1.689
H: -1.36345 5.68657 -3.09148  0.138
H: -1.45801 5.34214 -1.40159  0.136
H: 5.70542 4.53519 -1.01883  0.206
C: -1.42359 0.43653 2.31139  -0.109
O: -4.37994 -6.51600 7.25635  -0.492
H: 3.83751 4.02949 -4.06711  0.217
C: -3.45373 -4.44269 6.72020  -0.259
H: 2.53075 -2.29187 -1.33584  0.214
K: 0.19884 2.37994 -1.90055  0.860
C: -1.28160 0.80546 0.95927  0.166
H: -1.56605 -0.22189 -3.36084  0.206
H: -2.61929 -2.57288 6.18120  0.196
H: 2.89728 1.06975 1.20974  0.219
H: 1.40948 0.36744 0.57740  0.208
H: -0.15083 3.27890 3.63247  0.209
N: 0.35901 1.71279 -4.64223  -0.425
C: -3.20415 -3.70423 4.43439  -0.045
H: -3.03343 -3.19142 -0.62010  0.225
H: -0.81032 3.39273 -4.78001  0.240
H: -3.87900 -5.07363 2.94592  0.239
C: 0.05971 2.88099 -6.69727  -0.250
C: -1.77633 -0.56842 -2.35423  0.054
C: -3.76367 -4.90289 4.00691  -0.158
H: 2.84369 -1.55668 -2.90988  0.216
Si: 3.61911 3.26915 -1.70241  1.687
C: -1.01137 1.34425 3.29381  -0.186
C: 5.44611 3.48692 -1.20022  -1.116
C: 2.41912 -1.37332 -1.91747  -1.108
H: 2.56675 3.36060 0.58082  0.214
H: 5.04520 -1.42600 -0.14593  0.205
H: 0.01691 3.77796 1.19812  0.214
C: -2.79001 -2.71471 3.43184  0.335
H: 6.10037 3.09970 -1.98577  0.219
H: 3.74640 5.42765 -2.98660  0.214
N: -1.43181 0.24521 -1.38067  -0.420
C: 5.03714 -0.49710 -0.72504  -1.119
H: 2.28167 4.53246 -3.38601  0.238
H: 5.66617 2.92111 -0.29066  0.216
H: -3.33711 -4.28209 7.78315  0.224
H: 2.68593 -0.68405 1.20636  0.213
C: 2.66663 4.06139 -0.25332  -1.126
H: -4.23497 -8.32277 6.24138  0.177
C: 1.15914 0.85137 -5.25869  0.011
C: -3.05442 -3.49034 5.80450  -0.185
C: -2.37171 -1.81902 -2.13826  -0.249
H: 3.17613 4.95521 0.11849  0.217
H: -4.59595 -6.79005 4.54874  0.220
H: 3.22219 1.38429 -3.14166  0.239
C: -1.08445 4.92323 -2.34992  -0.854
N: -0.78130 1.99493 0.60105  -0.399
H: 1.08499 2.07272 -8.40815  0.219
C: -0.39650 2.83515 1.53799  0.042
H: 1.34981 -1.18019 -2.04725  0.216
C: -0.17764 2.71101 -5.33950  0.047
Cl: -2.51043 3.63636 -2.66048  -0.340
C: 2.49258 0.23024 0.63775  -1.111
H: -0.38871 3.71154 -7.22496  0.220
I: 2.68595 -0.45996 -7.50532  0.132
H: -1.09759 1.09919 4.34613  0.198
C: -2.23223 -1.37724 0.20141  -0.100
H: -5.15209 -8.29682 7.76519  0.198
H: 1.66477 4.37705 -0.56203  0.225
C: -1.98788 -0.85072 2.57119  0.159
C: -2.38724 -1.71666 1.58858  0.095

Properties
- frontier orbital gap (eV) = 5.0
- 2S+1 = 1
- total charge = -1



(3)
# C33H39N9O7S6SiSn

A structure of composition C33H39N9O7S6SiSn (ωB97M-V with the def2-TZVPD basis set, the OMol25 dataset).

Each line ends with the Mulliken charge.
Element x y z (Å)
C: 1.43709 2.42604 -1.99695  0.285
H: 3.07687 -2.82451 -1.81359  0.247
Sn: 0.08710 0.48442 0.92838  1.960
S: 6.64317 2.12250 3.05847  -0.146
C: 4.03844 2.40354 2.31430  -0.459
N: -0.03312 4.95836 -3.84315  -0.605
H: -0.46070 -5.07311 -2.78225  0.020
H: -0.96317 -6.73098 -2.25202  0.475
S: 2.38191 2.19253 2.21728  -0.024
N: -1.48394 2.58875 5.08223  0.189
H: 0.67426 -6.72655 -0.35950  0.516
H: -2.14617 1.05391 -2.17750  0.420
O: -1.48426 2.17862 0.73623  -0.212
C: 2.97312 3.04962 -3.80545  0.053
O: -3.08710 8.26851 1.61655  -0.612
C: -1.12743 -5.64605 -2.13470  -1.269
H: -2.92781 0.79825 -0.62708  0.123
C: 1.20413 -2.91938 -4.69783  -1.706
C: 1.80760 -0.92287 -3.27701  -1.451
H: -1.76440 3.34192 5.71311  0.223
H: 0.32351 -2.37650 -5.08775  0.306
C: -1.97730 3.26554 1.31149  -0.170
H: -2.17992 -2.44207 -3.37407  0.213
H: -1.48987 -3.05268 1.67566  0.626
C: -1.52901 0.76644 4.03980  0.044
H: 2.53239 -4.28129 -2.76788  0.273
H: -1.63426 -0.76839 -3.70147  0.197
H: 0.88783 -0.41638 -3.53342  0.176
H: 5.33809 -1.11111 1.72133  0.435
C: -0.38386 2.54828 4.29714  -0.536
H: -2.87509 -5.74232 -0.08994  0.353
C: 0.11978 4.61582 0.71244  -0.048
Si: -0.22972 -2.45514 -1.07974  -1.764
C: 2.76609 -3.19720 -2.78766  -1.591
N: -3.44596 -2.29051 4.29753  -0.645
C: 0.12650 6.99886 0.90049  -0.325
H: -2.95388 5.78151 1.68355  0.500
N: -0.39146 1.39610 3.61451  -0.122
C: 0.76991 4.17611 -3.52551  0.123
S: 1.33536 -1.87843 0.24046  -0.460
C: -1.83766 -5.95137 0.22492  -1.854
H: -4.58355 -1.68033 -1.53212  0.435
N: 1.14815 1.77868 -1.05108  -0.261
C: 6.42087 3.64411 2.26360  0.031
O: -0.98533 -3.80416 -0.55907  0.377
S: 4.59296 0.02186 3.67126  -0.206
C: -2.94947 -1.09022 4.49750  -0.625
C: -3.62907 -1.84565 -1.03081  -1.217
H: -1.66370 -7.02753 0.10501  0.430
C: -2.60661 -1.00986 -1.79171  1.707
H: 2.58467 -0.68019 -4.02609  0.641
H: -3.89050 0.65108 -2.13117  0.459
H: 0.74310 -5.35209 0.81761  0.289
H: 1.36111 -5.16576 -0.88234  0.022
H: 2.06744 -2.76642 -5.34663  0.451
N: -2.20532 1.47330 4.95826  -0.703
C: -2.91849 0.48064 -1.67532  -1.592
C: -1.21928 6.97239 1.17634  -0.107
H: -3.37397 -1.14517 -3.73108  0.516
O: 0.41307 -2.74915 -2.50912  0.542
C: 1.57596 -2.41066 -3.32592  2.016
H: -1.67717 -5.67312 1.25591  0.356
H: -3.66571 -1.48653 0.01210  0.186
C: 4.35544 -0.83612 2.12129  -0.420
H: 0.35889 3.35383 4.19761  0.511
C: -1.97051 -0.55234 3.66575  0.498
H: 0.62055 7.96897 0.86232  0.445
H: 1.00426 -4.00747 -4.64952  0.337
H: 0.61484 3.67716 0.50512  0.613
N: -1.89273 8.26543 1.28394  0.969
H: 3.78824 -1.72664 2.33885  0.214
C: -0.81713 -5.27068 -0.68199  1.713
H: -2.18185 -5.45644 -2.43240  0.273
H: 3.60776 -3.04257 -3.47409  0.497
C: 1.73621 3.22276 -3.11265  0.133
H: 1.85868 5.83222 0.45220  0.491
C: -2.93679 -2.97596 3.28569  -0.448
C: 0.80851 5.81592 0.69390  -1.127
H: -3.32880 -0.46679 5.30249  0.505
C: 0.60480 -5.63124 -0.23408  -1.309
C: -2.41448 -1.38432 -3.24516  -1.465
O: -1.32224 -1.22619 -1.06440  0.422
S: 4.79881 3.88829 1.69461  0.011
C: 5.00544 1.54401 2.98477  -0.017
O: -1.18671 9.26953 1.06053  -0.624
N: -1.46626 -1.22657 2.62501  0.327
H: -3.35055 -3.96980 3.14738  0.428
C: -1.94298 -2.47076 2.47097  -0.714
C: -1.22312 4.60208 1.07973  0.262
H: -3.36357 -2.90253 -1.02803  0.056
H: 3.79114 -0.21479 1.44553  -0.119
S: 7.55749 4.78728 2.09996  -0.362
H: 2.12993 -0.61592 -2.26733  0.048
O: -2.99388 3.28645 2.03163  -0.735
C: -1.91868 5.78751 1.32507  -0.294
N: 4.01311 2.93168 -4.32123  -0.620

Properties
- frontier orbital gap (eV) = 5.7
- 2S+1 = 1
- total charge = -2
- energy above the lowest of the compared OMol25 structures with the same formula, charge and spin (kJ/mol) = 0.0